Record 1
A structure of composition C31H46Br3F18O16P. Source: the Open Molecules 2025 dataset; level of theory: wB97M-V/def2-TZVPD.

The geometry in XYZ format:
```
115
Properties=species:S:1:pos:R:3:lowdin_charge:R:1
O -27.01358 -13.06895 -1.82125 -0.200
H -27.90224 -4.27921 4.57908 0.068
O -23.28669 -12.85310 2.26501 0.185
H -25.15094 -13.63237 3.83815 0.054
C -23.72064 -7.43533 1.60822 -0.020
H -27.96663 -9.41018 2.12079 0.056
C -28.15149 -3.56138 -3.67616 -0.064
F -19.87718 -9.75768 -1.24072 0.172
O -18.43447 -6.14910 -0.78349 0.137
C -27.45136 -4.21919 3.62002 -0.034
H -27.84613 -6.24004 2.89702 0.114
H -22.94617 -8.13740 1.91507 0.054
C -23.90848 -10.84500 -2.43809 -0.130
H -20.19172 -6.44181 2.30234 0.104
C -21.44703 -11.85062 3.42471 -0.454
C -26.81911 -15.35454 -2.59453 -0.035
H -25.76103 -13.54941 -3.34898 0.087
C -18.77991 -2.62995 2.27101 -1.687
Br -20.70028 -2.52557 2.46096 0.567
H -24.40539 -7.30568 2.48216 0.079
F -21.18285 -4.32683 -1.21228 0.179
C -19.89381 -8.48997 1.67464 -0.053
F -20.93790 -10.58935 3.50290 0.129
Br -18.13550 -3.03735 0.57045 0.701
F -23.58516 -2.84550 -0.67068 0.159
F -20.00548 -11.52894 -0.05598 0.161
H -25.43604 -11.68505 2.70408 0.115
H -26.98887 -15.74733 -1.61092 0.047
F -21.43707 -12.39007 4.67546 0.132
O -26.21608 -1.94098 -0.53021 0.199
H -20.99426 -8.66246 1.47865 0.067
C -24.08772 -9.89111 -3.63029 -0.055
H -26.31061 -14.91131 1.99005 0.123
F -19.65113 -4.78408 -2.64462 0.141
O -25.69713 -12.04145 0.14750 -0.251
H -27.96364 -4.70991 -3.67034 0.116
O -27.19758 -14.20466 0.29352 -0.176
C -24.39540 -7.96456 0.31586 -0.099
C -25.38301 -12.83651 4.52010 -0.061
F -19.98684 -11.66103 -2.22967 0.197
F -27.70846 -5.61614 0.08479 0.182
O -23.67719 -11.23907 3.77465 0.022
C -28.25282 -10.50580 0.25237 -0.204
C -24.60017 -3.72666 -0.61720 -0.503
O -22.43118 -11.09270 -2.33676 0.067
H -29.38432 -14.88369 2.21290 0.092
C -20.49841 -5.30384 -1.72834 -0.558
C -21.91235 -10.85574 -1.17332 -0.434
C -27.01501 -5.58530 3.12042 -0.178
H -18.38947 -1.61806 2.47808 -0.020
C -25.91829 -2.97112 -0.97089 -0.428
H -27.72641 -15.07000 -3.10916 0.069
H -27.27400 -10.23685 0.01177 0.064
H -29.15465 -3.42400 -3.97781 0.056
H -24.74172 -12.85877 5.43361 0.106
F -25.66831 -6.65670 6.69205 0.151
F -20.56761 -12.60300 2.70971 0.140
O -26.61060 -3.60249 -1.91848 -0.002
C -25.14145 -11.53805 3.78476 -0.146
F -24.27677 -7.83844 5.41396 0.148
H -23.89258 -7.75142 -0.62750 0.119
H -26.44066 -12.89608 4.79111 0.083
C -28.64766 -10.20084 1.72377 -0.046
H -28.92152 -10.02088 -0.42757 0.108
C -22.94298 -12.00349 2.99595 -0.447
O -25.68244 -7.17452 0.29258 -0.008
C -27.27945 -14.44594 1.74279 -0.208
H -27.94951 -3.67838 2.82450 0.081
H -24.35606 -10.45448 -1.53687 0.086
C -27.85148 -2.95443 -2.30430 -0.174
C -25.56693 -7.67330 5.78647 -0.505
C -20.41544 -10.96706 -1.20055 -0.590
C -19.72393 -6.97470 1.50949 -0.178
C -26.05347 -13.93934 -2.41919 -0.240
H -27.82349 -1.84734 -2.34916 0.136
H -23.10662 -6.53858 1.43700 0.078
H -25.18875 -14.05423 -1.73348 0.119
C -26.37249 -7.34592 4.52947 -0.398
F -21.36114 -6.10640 -2.38128 0.153
C -26.39243 -7.35424 -0.81460 -0.412
H -28.33681 -16.21064 1.43198 0.057
C -27.78142 -6.79509 -0.48903 -0.526
O -27.07548 -8.19920 3.99720 0.125
Br -18.13213 -3.78862 3.66843 0.566
H -26.30316 -5.65484 2.28657 0.107
H -28.38341 -11.07967 2.36146 0.080
F -28.35335 -7.62517 0.41108 0.150
H -19.21021 -9.09544 0.92129 0.115
O -20.39157 -6.43016 0.31823 0.019
H -19.54568 -8.74794 2.67919 0.073
O -28.27075 -11.97510 0.13513 -0.178
H -25.55306 -10.67074 4.27124 0.100
C -19.61623 -6.04225 -0.67276 -0.446
H -27.28238 -13.43697 2.25368 0.109
H -29.70488 -9.99127 1.78992 0.072
P -26.95559 -12.78569 -0.23348 0.392
F -24.38203 -4.77956 -1.43959 0.159
C -28.42024 -15.41525 2.11091 -0.044
H -26.21958 -15.99825 -3.23603 0.068
F -28.56396 -6.65094 -1.58627 0.155
H -24.30319 -11.84398 -2.65248 0.105
H -24.61325 -9.04354 0.38091 0.116
H -28.17874 -15.89063 3.06056 0.077
F -24.67788 -4.14811 0.64797 0.160
H -25.18205 -9.69353 -3.65703 0.077
H -28.59009 -3.36665 -1.57957 0.134
O -22.39866 -10.51487 -0.13776 0.159
H -18.68315 -6.68646 1.48280 0.109
H -23.80864 -10.40522 -4.62484 0.108
H -26.48358 -3.69016 3.91319 0.109
H -23.62414 -8.92757 -3.48432 0.067
F -25.87196 -8.86041 6.31610 0.165
O -26.01142 -7.72188 -1.89017 0.170
H -27.62569 -3.11472 -4.47970 0.059
O -26.16111 -6.10385 4.18473 0.027
```

---

Record 2
94
Properties=species:S:1:pos:R:3:lowdin_charge:R:1 method="wB97M-V/def2-TZVPD" total_charge=+1
C 4.43735 -0.09966 -1.24723 -0.086
H -4.89119 -1.16015 2.10383 0.094
H -2.19239 -1.34690 -0.54725 0.061
H -3.79082 -1.49606 3.44904 0.072
C -1.63469 -3.46023 -3.54691 -0.050
C 2.71742 -2.33287 -5.40547 -0.033
C 3.23783 0.50239 -1.58565 -0.087
H 3.13515 -3.42150 1.98411 0.107
O -0.15278 -0.08400 2.29629 -0.366
H -3.44855 1.66158 -0.61870 0.078
C 2.96270 -1.00634 -3.44688 -0.226
N 3.27975 -2.45508 0.17572 -0.069
H -4.19912 2.07205 -2.16537 0.099
C 4.88747 -1.17350 -2.00141 -0.100
C 1.45079 3.77439 0.16549 -0.441
H -2.75772 1.94598 6.03283 0.093
P -1.35256 0.78126 2.27746 0.453
C -0.38810 -0.97786 -3.44151 -0.150
C 4.07216 -3.03300 -0.52501 -0.500
C 0.12700 -2.03986 -2.65296 -0.348
H 2.79375 -3.30834 -4.92325 0.103
I 0.53851 -3.65121 6.43664 0.884
H 5.00445 0.25124 -0.39594 0.118
H -0.34623 -0.04932 6.42028 0.077
H 2.86800 3.97713 -1.44506 0.088
C -3.24327 1.93528 -1.65762 -0.043
C -2.45337 3.22747 -1.75328 -0.401
H -4.19828 -2.77949 2.30068 0.093
H 3.32162 3.03483 0.90055 0.087
O 4.85551 -3.60889 -1.18673 0.105
H 4.52282 -2.46352 -3.66637 0.120
H 1.37792 1.75661 -2.90680 0.158
H -0.48214 -2.39992 3.44324 0.085
H -2.71401 1.10534 -2.12676 0.069
C -1.72940 0.47139 4.86687 -0.439
H -0.10499 -4.11898 -2.19367 0.122
P -0.48846 1.99107 -0.30696 0.452
H -0.18219 1.61154 5.81636 0.093
H -2.20990 2.73804 1.23497 0.071
H 3.28617 -4.23171 4.43829 0.126
C -1.56416 -1.17071 -4.21571 -0.030
C 1.20542 -3.40510 4.50689 -0.767
H 0.41045 0.24546 4.84637 0.072
O 1.14345 -1.87118 -1.87391 -0.277
H -2.40252 5.23621 -0.97737 0.090
N 1.24826 -2.81501 2.34045 -0.071
C 2.48206 3.63442 1.25964 -0.025
H 3.69319 -2.03196 -5.78788 0.102
O -0.62691 0.58133 -0.71514 -0.329
O -1.76026 1.34795 3.68959 -0.175
C -2.87496 0.89769 5.75073 -0.035
C -1.21225 2.30686 1.32169 -0.183
C -0.37424 0.57633 5.52688 -0.040
H -3.32014 4.09930 0.02973 0.074
H -0.51209 1.12187 -3.75426 0.148
H -2.35892 3.50828 -2.80013 0.141
O -2.63992 0.12354 1.64786 -0.177
C -2.83346 -1.32218 1.51773 -0.423
H -2.89026 0.29039 6.65597 0.092
O 2.20172 -1.35573 -4.50468 -0.070
C -3.05705 -1.63250 0.05526 -0.029
H 2.22838 5.50329 -0.83359 0.095
H 2.85691 4.61524 1.55320 0.096
H 1.20800 4.48584 -1.85526 0.078
C -2.17903 -2.38359 -4.28671 -0.076
H 0.57942 4.31950 0.53697 0.131
C 4.15871 -1.62462 -3.09283 0.011
C -0.52565 -3.29777 -2.76028 0.005
C 2.49942 0.04925 -2.66577 -0.188
H 5.81048 -1.67331 -1.73696 0.120
C 0.13799 0.32093 -3.41114 -0.002
Sn 1.43985 -1.32193 0.20775 1.479
C 0.51042 -2.81855 3.44294 -0.214
N 2.40925 -3.39411 2.69304 -0.014
H 2.00559 -2.39129 -6.22173 0.099
H 2.06231 3.14001 2.13759 0.086
O -1.05620 3.06468 -1.31602 -0.182
H -3.24256 -2.70165 -0.06671 0.093
H -1.92114 -1.81051 1.86187 0.112
C 2.43082 -3.75772 3.98366 -0.126
H 2.84470 1.32365 -0.99699 0.087
H -3.06475 -2.52337 -4.89117 0.106
H -3.82926 0.78327 5.23502 0.084
H -2.10943 -4.43340 -3.60187 0.113
H -1.95931 -0.32726 -4.77368 0.119
C -3.07648 4.37934 -0.99639 -0.036
C 1.96826 4.47159 -1.07310 -0.033
H -4.00182 4.68264 -1.48856 0.096
O 1.03301 2.41899 -0.19881 -0.222
C -3.99746 -1.71177 2.39963 -0.028
H -3.92835 -1.08444 -0.31432 0.092
N 1.30096 0.75224 -2.99062 0.164
H -0.57696 2.99712 1.87913 0.082
H -1.88972 -0.55675 4.52613 0.118

---

| no. | LUMO energy (eV) | HOMO energy (eV) |
| --- | --- | --- |
| 1 | 0.0980 | -10.262 |
| 2 | -2.9078 | -10.529 |